The following is a quantum chemistry calculation of C11H25AsIrN5O2 as an isolated structure, from the Open Molecules 2025 dataset.

Last column: Mulliken charge in e.
Geometry (Å):
Ir (-0.27409, -0.29620, 0.38554)  0.797
N (0.05236, 0.97070, 2.00365)  -0.464
C (1.36365, 0.69796, 2.67882)  -0.734
C (2.53608, 0.99988, 1.76130)  -0.362
C (2.53113, 0.10053, 0.54676)  0.335
O (3.36383, -0.70832, 0.28498)  -0.472
O (1.46496, 0.33417, -0.27996)  -0.601
H (-0.03102, 1.96867, 1.82110)  0.307
H (-0.68644, 0.77060, 2.67844)  0.402
H (1.34740, -0.35276, 2.98089)  0.372
H (1.42215, 1.29658, 3.58754)  0.436
H (3.46694, 0.88942, 2.31292)  0.356
H (2.46952, 2.03356, 1.41125)  0.303
C (-2.55303, -4.46425, -3.75327)  -1.302
C (-3.08968, -5.17182, -2.51359)  0.783
C (-4.41139, -4.57688, -2.04309)  -1.360
C (-2.05321, -5.22407, -1.39020)  -1.112
N (-1.64361, -3.87234, -0.94434)  0.587
C (-0.70067, -3.06304, -1.44674)  -0.221
N (-0.74878, -1.95816, -0.74160)  0.175
N (-1.71236, -2.12057, 0.18485)  0.032
N (-2.25791, -3.26649, 0.07349)  -0.822
H (-3.25886, -4.56248, -4.57635)  0.423
H (-1.60066, -4.88070, -4.08825)  0.364
H (-2.42885, -3.38929, -3.58051)  0.184
H (-3.24998, -6.22394, -2.76559)  0.304
H (-4.30635, -3.52006, -1.78056)  0.235
H (-4.80798, -5.10310, -1.17485)  0.379
H (-5.15238, -4.63706, -2.83880)  0.425
H (-1.13993, -5.72967, -1.70179)  0.469
H (-2.43961, -5.71209, -0.49777)  0.369
H (-0.03815, -3.30045, -2.26232)  0.492
C (-1.77439, 2.81738, -0.33680)  -1.209
As (-1.15938, 1.21515, -1.20249)  0.623
C (0.15361, 1.68760, -2.51486)  -1.034
C (-2.66128, 0.43525, -2.11296)  -1.010
H (-2.19077, 3.48730, -1.08958)  0.422
H (-0.92945, 3.31087, 0.14077)  0.396
H (-2.54569, 2.57106, 0.39049)  0.402
H (-0.36840, 2.17820, -3.33656)  0.468
H (0.66292, 0.79241, -2.86229)  0.373
H (0.87788, 2.35873, -2.06162)  0.354
H (-3.04148, 1.17745, -2.81565)  0.485
H (-3.44038, 0.17872, -1.39754)  0.391
H (-2.34297, -0.44697, -2.66366)  0.261

Results
Highest occupied orbital energy, eV: -16.0
Multiplicity: 1
Lowest unoccupied orbital energy, Eh: -0.2929
HOMO-LUMO gap, eV: 7.98
Total charge: +2
E, a.u.: -3197.891128
Energy above the lowest of the compared OMol25 structures with the same formula, charge and spin, kJ/mol: 14.8